A structure of composition C3H4CdLiO3 in a non-equilibrium geometry. Source: OMol25; level of theory: the ωB97M-V functional and the def2-TZVPD basis.

Properties
Gap between HOMO and LUMO (alpha / beta): 0.3849 / 0.3299 Ha
HOMO energy (alpha / beta): -20.006 / -20.071 eV
Energy relative to the best compared isomer or geometry (same formula, charge and spin): 0.000 eV
Total charge: +2
Multiplicity: 2
Strongest force on any atom: 4.2 eV/Å

Last column: natural (NBO) charge in e.
Atoms and positions in Å:
C: 1.1006 -2.0935 -0.0856  -0.12
C: 0.1774 -1.7188 0.8528  -0.82
H: 1.8371 -1.4306 -0.5485  0.22
H: 1.2647 -1.2893 1.1841  0.36
H: -0.4769 -2.5147 1.2271  0.31
O: -0.2210 2.0106 -0.0377  -0.94
C: -1.3034 2.2843 -0.6436  0.90
O: -2.0976 1.3846 -0.9854  -0.70
O: -1.5990 3.5196 -0.8709  -0.07
Li: 1.2864 2.8678 0.6691  0.99
Cd: -0.9190 -0.0225 -0.0759  1.61
H: 0.9507 -2.9975 -0.6856  0.26

Atomic forces in eV per Å
C -1.81 -1.07 -3.61
C 2.49 0.77 -0.41
H 0.10 0.02 0.52
H -2.21 0.19 2.09
H 0.43 0.40 0.38
O 1.60 1.17 0.61
C -1.25 1.40 -0.62
O -0.62 0.39 -0.45
O 0.18 -0.13 -0.03
Li 0.01 0.40 0.00
Cd 0.35 -2.97 0.91
H 0.75 -0.57 0.60